## w
Computed, not measured: the molecule C16H26N2O, with ωB97M-V/def2-TZVPD.

```
45
C16H26N2O, DFT ωB97M-V/def2-TZVPD
C 2.455 1.758 1.006
C 1.441 1.315 2.056
N 1.411 -0.134 2.170
C 2.413 -0.657 3.083
C 2.906 -2.033 2.644
C 0.080 -0.667 2.405
C -0.708 -0.742 1.097
C -0.055 -1.727 0.123
N -0.474 -1.509 -1.243
C -1.578 -2.089 -1.768
O -2.224 -2.937 -1.191
C -1.913 -1.602 -3.172
C -2.746 -0.310 -3.123
C -2.021 0.813 -2.436
C -0.861 1.349 -2.989
C -0.166 2.354 -2.340
C -0.626 2.848 -1.130
C -1.787 2.334 -0.580
C -2.477 1.322 -1.228
H 3.455 1.420 1.264
H 2.190 1.338 0.039
H 2.465 2.843 0.928
H 0.452 1.663 1.750
H 1.672 1.791 3.023
H 2.030 -0.711 4.117
H 3.263 0.028 3.083
H 3.312 -1.975 1.637
H 3.686 -2.380 3.317
H 2.099 -2.760 2.646
H 0.175 -1.674 2.813
H -0.478 -0.061 3.140
H -0.735 0.244 0.630
H -1.736 -1.047 1.299
H -0.325 -2.752 0.385
H 1.029 -1.606 0.176
H -0.087 -0.703 -1.709
H -2.495 -2.379 -3.668
H -0.992 -1.437 -3.734
H -3.681 -0.516 -2.600
H -2.986 -0.015 -4.149
H -0.502 0.978 -3.939
H 0.736 2.756 -2.780
H -0.083 3.632 -0.623
H -2.158 2.721 0.358
H -3.376 0.918 -0.786
```

multiplicity	1
E_HOMO	-8.36	eV

These are the natural (NBO) partial charges, in e, on atoms 1 to 8:
1. C -0.61
2. C -0.21
3. N -0.47
4. C -0.21
5. C -0.61
6. C -0.21
7. C -0.41
8. C -0.23

***

## x
Computed, not measured: the molecule C16H26N2O, with ωB97M-V/def2-TZVPD.

```
45
C16H26N2O, DFT ωB97M-V/def2-TZVPD
C -0.755 -0.860 -2.541
C -1.850 -1.497 -1.694
C -2.129 -0.704 -0.404
C -0.895 -0.565 0.361
C 0.111 -0.389 0.991
C 1.361 -0.201 1.704
N 2.473 -0.078 0.776
C 2.359 1.107 -0.053
C 3.428 1.088 -1.140
C 4.813 1.031 -0.504
C 4.881 -0.174 0.427
C 3.753 -0.109 1.453
C -3.212 -1.388 0.460
C -2.795 -2.738 1.027
O -2.608 0.575 -0.850
C -2.596 1.637 0.068
C -3.943 2.382 0.014
C -4.985 1.625 0.655
N -5.796 1.014 1.182
H -1.024 0.163 -2.791
H -0.623 -1.421 -3.463
H 0.188 -0.851 -1.999
H -2.780 -1.536 -2.262
H -1.557 -2.512 -1.424
H 1.267 0.686 2.364
H 1.538 -1.077 2.338
H 1.364 1.110 -0.507
H 2.464 2.030 0.551
H 3.278 0.205 -1.763
H 3.328 1.975 -1.767
H 5.583 0.960 -1.274
H 4.991 1.946 0.068
H 5.842 -0.209 0.944
H 4.768 -1.089 -0.157
H 3.786 -0.996 2.092
H 3.892 0.782 2.097
H -4.109 -1.495 -0.152
H -3.462 -0.721 1.289
H -3.555 -3.092 1.720
H -1.851 -2.652 1.561
H -2.683 -3.481 0.242
H -1.797 2.341 -0.210
H -2.396 1.288 1.088
H -4.214 2.541 -1.032
H -3.853 3.349 0.515
```

multiplicity	1
E_HOMO	-8.90	eV

These are the natural (NBO) partial charges, in e, on atoms 1 to 8:
1. C -0.61
2. C -0.39
3. C 0.20
4. C -0.10
5. C 0.10
6. C -0.31
7. N -0.43
8. C -0.23

***

Least stable: x

***

## w
Computed, not measured: a 3-piece molecular cluster, CH5O4 overall, with ωB97M-V/def2-TZVPD.

```
10
CH5O4, DFT ωB97M-V/def2-TZVPD
O -1.310 -0.793 -0.136
C -0.412 -1.645 -0.444
O 0.814 -1.446 -0.517
H -0.834 -2.704 -0.367
H -1.110 1.085 -1.353
H -1.220 1.498 0.115
O -1.022 1.829 -0.749
H 2.245 0.173 0.959
H 0.921 1.007 1.205
O 1.927 0.996 1.288
```

multiplicity	1
E_HOMO	-4.55	eV
total charge	-1

These are the natural (NBO) partial charges, in e, on atoms 1 to 8:
1. O -0.84
2. C 0.62
3. O -0.78
4. H 0.00
5. H 0.49
6. H 0.48
7. O -0.98
8. H 0.49

***

## x
Computed, not measured: a 3-piece molecular cluster, CH5O4 overall, with ωB97M-V/def2-TZVPD.

```
10
CH5O4, DFT ωB97M-V/def2-TZVPD
O -1.886 -1.487 -0.897
C -0.984 -2.052 -0.252
O -0.174 -1.645 0.594
H -0.967 -3.199 -0.358
H 2.809 1.327 1.250
H 1.704 1.868 0.414
O 2.508 2.156 0.867
H -1.062 0.440 -0.010
H -1.183 1.294 -1.226
O -0.765 1.296 -0.383
```

multiplicity	1
E_HOMO	-4.33	eV
total charge	-1

These are the natural (NBO) partial charges, in e, on atoms 1 to 8:
1. O -0.80
2. C 0.64
3. O -0.78
4. H -0.03
5. H 0.46
6. H 0.50
7. O -0.96
8. H 0.51

***

Least stable: w

***

## w
Computed, not measured: an isolated ion of composition C5H9N2O and charge +1, with ωB97M-V/def2-TZVPD.

```
17
C5H9N2O, DFT ωB97M-V/def2-TZVPD
C 1.358 -1.359 -1.807
C 0.418 -0.366 -1.296
N 0.407 0.147 -0.126
O 1.321 -0.409 0.820
C 0.914 0.124 2.051
N -0.067 0.895 2.006
C -0.504 1.120 0.701
C -1.986 0.684 0.490
H 1.390 -1.412 -2.876
H 2.253 -0.930 -1.481
H 0.999 -2.295 -1.372
H -0.403 -0.021 -1.842
H 1.325 -0.086 3.016
H -0.197 2.014 0.308
H -2.389 -0.149 1.118
H -2.347 0.385 -0.456
H -2.491 1.659 0.747
```

multiplicity	1
E_HOMO	-15.11	eV
total charge	+1

These are the natural (NBO) partial charges, in e, on atoms 1 to 8:
1. C -0.68
2. C 0.27
3. N 0.00
4. O -0.32
5. C 0.38
6. N -0.41
7. C 0.12
8. C -0.65

***

## x
Computed, not measured: an isolated ion of composition C5H9N2O and charge +1, with ωB97M-V/def2-TZVPD.

```
17
C5H9N2O, DFT ωB97M-V/def2-TZVPD
C 1.946 1.285 0.207
C 1.065 0.133 0.695
C 1.284 -1.135 0.148
O 1.518 -2.145 -0.336
C -0.284 -0.131 -0.050
N -0.334 0.363 -1.366
C -1.390 -0.557 0.661
N -2.607 -0.738 0.146
H 1.422 1.827 -0.577
H 2.887 0.921 -0.195
H 2.157 1.963 1.027
H 0.937 0.126 1.776
H 0.091 -0.199 -2.092
H -1.246 0.690 -1.653
H -1.295 -0.740 1.722
H -3.383 -0.996 0.732
H -2.770 -0.669 -0.848
```

multiplicity	1
E_HOMO	-12.76	eV
total charge	+1

These are the natural (NBO) partial charges, in e, on atoms 1 to 8:
1. C -0.61
2. C -0.35
3. C 0.83
4. O -0.31
5. C -0.04
6. N -0.84
7. C 0.13
8. N -0.73

***

Least stable: w